This record from the OMol25 dataset describes 2 unconnected molecules or ions with the total composition C2H8N4O at a distorted geometry. The level of theory is ωB97M-V/def2-TZVPD.

Its energy above the lowest of the compared OMol25 structures with the same formula, charge and spin is 25.93 kJ/mol. Its charge is +1. The HOMO energy (spin up / spin down) is -13.3 / -13.3 eV. The multiplicity is 2. The total energy is -374.9389 Ha. For the LUMO energy (spin up / spin down), the calculation gives -3.6 / -8.8 eV.

Each line ends with the Mulliken spin population.
Cartesian coordinates (Å):
N  -0.187  -0.998  0.771  0.051
C  -1.248  -1.782  0.688  -0.039
N  -1.450  -2.806  1.516  0.085
O  -2.098  -1.594  -0.249  0.906
H  0.118  -0.860  1.735  0.000
H  -0.247  -0.112  0.251  0.003
H  -2.236  -3.410  1.316  -0.004
H  -0.610  -3.300  1.798  -0.002
N  1.159  3.117  -0.625  0.000
C  1.143  1.820  -1.212  -0.001
N  0.070  1.158  -1.226  0.001
H  1.318  3.812  -1.350  0.000
H  1.960  3.209  -0.010  0.000
H  2.078  1.448  -1.641  0.000
H  0.230  0.298  -1.764  0.000

***

This record from the OMol25 dataset describes 13 unconnected molecules or ions with the total composition C77H173N7O17 at a distorted geometry. The level of theory is ωB97M-V/def2-TZVPD.

Its charge is 0. The HOMO energy is -7.9 eV. The total energy is -4699.5399 Ha. For the LUMO energy, the calculation gives 0.3 eV.

Each line ends with the Mulliken charge.
Cartesian coordinates (Å):
C  0.146  2.498  3.365  -0.237
C  0.592  1.254  4.095  1.275
C  1.111  1.667  5.520  -1.748
O  -0.538  0.351  4.297  -0.444
H  -0.354  2.276  2.409  -0.094
H  0.974  3.140  3.140  -0.057
H  -0.562  3.043  4.034  0.108
H  1.296  0.613  3.549  -0.119
H  1.606  0.875  6.041  0.433
H  0.291  2.093  6.073  0.198
H  1.838  2.515  5.390  0.361
H  -1.245  0.885  4.539  0.008
C  0.282  0.296  -6.106  -1.632
C  0.728  0.588  -4.690  1.283
C  1.407  1.947  -4.470  -1.136
O  -0.242  0.317  -3.673  0.806
H  1.157  0.421  -6.746  0.502
H  -0.464  0.951  -6.632  0.104
H  -0.059  -0.792  -6.127  0.264
H  1.584  -0.026  -4.491  -0.419
H  1.597  2.034  -3.391  -0.287
H  0.732  2.759  -4.796  0.284
H  2.327  2.108  -5.094  0.567
H  -1.062  0.820  -3.967  -0.897
C  8.431  -2.162  -3.110  -2.244
C  7.179  -1.411  -3.184  2.449
C  7.255  -0.096  -4.016  -1.659
C  5.948  0.574  -4.327  -0.155
C  4.972  -0.398  -4.945  -0.843
C  4.749  -1.549  -4.019  2.326
N  6.095  -2.198  -3.824  -0.193
O  5.889  -3.297  -2.888  -0.438
C  3.918  -1.137  -2.773  0.741
C  3.912  -2.602  -4.809  -2.105
C  6.846  -1.038  -1.722  -1.898
H  9.270  -1.535  -2.905  0.443
H  8.626  -2.738  -4.021  0.474
H  8.413  -2.982  -2.449  0.466
H  7.992  0.513  -3.512  0.485
H  7.658  -0.400  -4.979  0.345
H  6.105  1.341  -5.049  0.665
H  5.643  1.037  -3.390  -0.286
H  5.335  -0.822  -5.883  0.519
H  4.139  0.268  -5.191  -0.263
H  4.290  -0.190  -2.361  -0.550
H  2.904  -0.820  -3.016  -0.455
H  3.954  -1.881  -1.940  -0.609
H  2.918  -2.216  -5.119  0.156
H  4.431  -2.910  -5.746  0.538
H  3.675  -3.497  -4.317  0.587
H  7.740  -0.773  -1.210  0.924
H  6.424  -1.810  -1.103  0.528
H  6.236  -0.137  -1.595  -0.290
H  6.000  -4.080  -3.418  0.343
C  -4.583  -0.297  0.312  -0.246
C  -5.022  -1.335  1.365  1.651
C  -6.453  -0.946  1.906  -0.585
C  -7.520  -1.273  0.885  -0.425
C  -7.502  -2.684  0.458  -1.127
C  -6.170  -3.100  -0.132  1.371
N  -5.133  -2.680  0.824  -0.245
O  -3.865  -2.941  0.173  0.970
C  -6.078  -4.640  -0.382  -1.383
C  -6.072  -2.390  -1.512  -1.333
C  -4.135  -1.543  2.579  -1.011
H  -3.736  -0.742  -0.252  -0.206
H  -4.136  0.599  0.738  -0.068
H  -5.272  0.081  -0.420  -0.154
H  -6.692  -1.536  2.845  0.434
H  -6.499  0.084  2.186  -0.319
H  -7.472  -0.626  -0.024  0.057
H  -8.517  -1.203  1.295  0.540
H  -8.246  -2.938  -0.363  0.345
H  -7.779  -3.363  1.330  0.270
H  -5.052  -4.924  -0.648  -0.181
H  -6.434  -5.139  0.514  0.454
H  -6.783  -4.772  -1.246  0.396
H  -6.741  -2.959  -2.166  0.736
H  -6.333  -1.321  -1.472  0.078
H  -5.058  -2.378  -1.981  -0.283
H  -4.446  -2.458  3.129  0.526
H  -4.159  -0.639  3.306  0.001
H  -3.040  -1.547  2.404  -0.402
H  -3.588  -3.790  0.585  0.127
C  1.744  -6.070  -0.209  -2.101
C  1.418  -5.183  -1.446  1.596
C  1.734  -5.977  -2.731  -1.720
C  1.296  -5.270  -3.919  0.580
C  -0.219  -5.091  -3.952  -1.457
C  -0.568  -4.153  -2.685  1.868
N  -0.008  -4.776  -1.520  0.909
O  -0.433  -4.095  -0.307  2.379
C  -0.048  -2.778  -3.045  -0.531
C  -2.088  -4.047  -2.668  -1.815
C  2.363  -3.961  -1.353  0.095
H  1.327  -7.016  -0.197  0.522
H  1.379  -5.562  0.699  0.200
H  2.830  -6.143  -0.120  0.480
H  2.794  -6.147  -2.784  0.539
H  1.128  -6.955  -2.687  0.257
H  1.574  -5.826  -4.786  0.627
H  1.882  -4.337  -4.037  -0.923
H  -0.604  -6.097  -3.845  0.309
H  -0.622  -4.485  -4.768  0.565
H  -0.414  -1.949  -2.418  -0.891
H  0.995  -2.730  -3.121  -0.457
H  -0.331  -2.488  -4.046  0.553
H  -2.429  -3.754  -3.645  0.874
H  -2.581  -5.019  -2.427  0.373
H  -2.380  -3.196  -1.961  -0.337
H  2.318  -3.351  -2.263  -1.282
H  3.387  -4.323  -1.343  1.018
H  2.148  -3.255  -0.553  -0.501
H  -0.151  -3.159  -0.324  -0.762
C  -3.663  3.350  1.421  0.831
C  -3.864  4.764  1.997  1.555
C  -4.431  5.795  0.955  -1.217
C  -5.901  5.434  0.622  0.178
C  -6.743  5.522  1.878  -0.938
C  -6.239  4.511  2.863  1.818
N  -4.809  4.890  3.104  -0.139
O  -4.328  4.089  4.227  -0.293
C  -6.916  4.884  4.140  -2.222
C  -6.647  3.063  2.508  -1.808
C  -2.431  5.156  2.405  -2.087
H  -3.113  2.810  2.230  -0.275
H  -2.942  3.343  0.578  0.085
H  -4.586  2.810  1.150  -0.340
H  -4.335  6.828  1.360  0.427
H  -3.823  5.732  0.078  0.088
H  -5.866  4.392  0.254  -0.246
H  -6.449  6.061  -0.123  0.419
H  -7.927  5.417  1.613  0.297
H  -6.635  6.586  2.286  0.294
H  -6.603  4.175  4.919  0.337
H  -6.724  5.916  4.474  0.431
H  -7.990  4.753  4.143  0.520
H  -7.738  3.119  2.731  0.593
H  -6.603  2.712  1.444  0.139
H  -6.113  2.412  3.180  0.341
H  -1.845  5.346  1.482  0.251
H  -1.980  4.440  3.065  -0.122
H  -2.418  6.072  2.954  0.709
H  -4.229  4.725  4.941  0.354
C  -3.093  0.078  -5.469  -1.314
C  -3.741  1.270  -4.630  1.968
C  -4.690  0.765  -3.641  -1.571
C  -5.349  1.903  -2.819  -0.830
C  -4.247  2.637  -2.089  0.319
C  -3.100  3.136  -2.918  1.669
N  -2.700  2.049  -3.842  0.960
O  -1.877  2.641  -4.841  -0.447
C  -3.516  4.482  -3.588  -2.242
C  -1.860  3.472  -2.047  -2.313
C  -4.487  2.071  -5.743  -1.698
H  -2.362  -0.470  -4.838  -0.252
H  -2.479  0.490  -6.280  0.210
H  -3.978  -0.475  -5.816  0.704
H  -5.406  0.141  -4.130  0.805
H  -4.204  0.066  -2.866  -0.515
H  -6.123  1.489  -2.132  0.284
H  -5.911  2.553  -3.521  0.586
H  -3.907  1.800  -1.458  -0.850
H  -4.664  3.449  -1.469  -0.192
H  -4.505  4.484  -4.075  0.383
H  -3.570  5.247  -2.831  0.465
H  -2.834  4.925  -4.329  0.432
H  -1.095  3.708  -2.775  1.412
H  -1.966  4.446  -1.565  0.608
H  -1.526  2.664  -1.338  -0.589
H  -3.825  2.392  -6.584  0.427
H  -4.987  3.093  -5.467  0.266
H  -5.343  1.443  -6.098  0.368
H  -2.485  3.317  -5.223  0.394
C  8.223  -2.133  5.300  -1.926
C  7.001  -1.538  4.568  1.692
C  7.456  -0.556  3.530  -1.628
C  6.326  -0.136  2.583  0.204
C  5.876  -1.471  1.831  -0.836
C  5.266  -2.429  2.843  1.905
N  6.273  -2.667  3.867  0.574
O  5.842  -3.678  4.745  -0.499
C  3.865  -1.948  3.322  -0.550
C  5.059  -3.712  2.001  -2.056
C  6.160  -0.882  5.737  -1.725
H  8.673  -2.942  4.664  0.432
H  7.974  -2.651  6.237  0.386
H  8.979  -1.335  5.591  0.357
H  7.828  0.406  3.941  0.480
H  8.274  -0.992  3.035  0.448
H  6.719  0.629  1.871  0.068
H  5.497  0.147  3.179  -0.168
H  6.784  -2.011  1.433  0.538
H  5.175  -1.091  1.077  -0.514
H  3.803  -0.890  3.600  0.032
H  3.084  -2.188  2.608  -0.190
H  3.495  -2.483  4.210  0.503
H  6.001  -4.104  1.615  0.572
H  4.613  -4.518  2.628  0.440
H  4.406  -3.503  1.107  0.085
H  5.417  -0.195  5.326  0.247
H  6.884  -0.392  6.389  0.470
H  5.580  -1.541  6.382  0.362
H  6.509  -4.369  4.748  0.339
C  4.320  1.770  0.347  -1.309
C  4.017  3.256  0.486  2.241
C  5.149  3.978  -0.196  -0.885
C  4.909  5.450  -0.375  -1.139
C  3.580  5.675  -1.097  -1.048
C  2.375  4.943  -0.458  1.489
N  2.791  3.512  -0.310  -0.613
O  1.899  2.702  0.356  2.802
C  1.815  5.531  0.803  -1.537
C  1.186  4.924  -1.444  -1.365
C  3.788  3.581  1.985  -1.379
H  5.379  1.689  0.433  0.444
H  3.929  1.467  -0.599  0.065
H  3.881  1.133  1.153  -0.485
H  6.097  3.812  0.305  0.507
H  5.278  3.545  -1.235  -0.003
H  5.623  5.951  -1.003  0.579
H  4.955  6.086  0.551  0.303
H  3.724  5.240  -2.138  0.246
H  3.342  6.793  -1.283  0.265
H  2.585  5.666  1.523  0.292
H  1.311  6.467  0.509  0.575
H  1.056  4.803  1.197  0.028
H  0.410  4.165  -1.178  -0.346
H  0.759  5.971  -1.532  0.557
H  1.591  4.525  -2.368  0.270
H  3.916  4.580  2.335  0.356
H  4.481  2.857  2.555  0.246
H  2.766  3.389  2.285  0.090
H  1.423  2.178  -0.248  -1.069
C  -1.691  -7.387  0.406  -0.504
C  -2.848  -6.428  0.823  -0.339
O  -2.433  -5.111  1.066  -0.703
O  -1.445  -7.391  -0.965  -0.703
H  -2.011  -8.411  0.583  0.559
H  -0.845  -7.065  0.943  0.061
H  -3.246  -6.763  1.763  0.562
H  -3.697  -6.539  0.056  0.051
H  -1.761  -4.760  0.350  0.081
H  -0.980  -6.580  -1.317  0.248
C  -0.816  0.281  -0.521  1.225
C  -0.230  -0.427  0.664  0.499
O  0.609  -1.452  0.305  0.658
O  0.280  0.909  -1.187  2.558
H  -1.557  1.039  -0.268  -0.131
H  -1.286  -0.408  -1.259  -1.011
H  -0.969  -0.809  1.372  -0.348
H  0.307  0.332  1.202  -0.686
H  1.121  -1.001  -0.365  -0.798
H  0.078  0.805  -2.143  -1.380
C  -0.165  -3.302  3.822  0.123
C  0.662  -4.237  2.959  0.595
O  -0.022  -5.461  2.812  -0.661
O  0.560  -2.095  3.850  0.005
H  -0.349  -3.636  4.872  0.321
H  -1.131  -3.104  3.314  -0.229
H  1.577  -4.509  3.476  0.313
H  0.904  -3.650  2.058  -0.620
H  -0.949  -5.295  2.578  0.335
H  -0.041  -1.441  4.135  0.028
C  -3.179  2.301  6.450  -0.671
C  -2.871  3.581  7.224  -0.594
O  -3.484  4.740  6.700  -0.556
O  -2.649  2.311  5.122  0.038
H  -4.315  2.151  6.421  0.285
H  -2.841  1.432  7.006  0.441
H  -1.764  3.631  6.967  0.285
H  -3.065  3.441  8.284  0.360
H  -2.924  5.525  6.924  0.292
H  -3.198  2.842  4.509  0.281

***

This record from the OMol25 dataset describes a molecular structure, CH5Cl2N2PS at a distorted geometry. The level of theory is ωB97M-V/def2-TZVPD.

Its energy above the lowest of the compared OMol25 structures with the same formula, charge and spin is 201.58 kJ/mol. Its charge is 0. The HOMO energy (spin up / spin down) is -8.3 / -8.3 eV. The total energy is -1810.4866 Ha. For the LUMO energy (spin up / spin down), the calculation gives -0.9 / -1.0 eV.

Each line ends with the Mulliken charge.
Cartesian coordinates (Å):
C  -0.511  -1.595  -0.861  -0.731
N  -0.401  -0.647  1.214  -0.161
N  0.282  -1.314  0.385  -0.245
P  1.054  1.780  -0.507  0.377
S  -0.209  1.675  1.209  -0.369
Cl  2.764  2.496  0.395  -0.239
Cl  0.331  3.492  -1.328  -0.214
H  -0.340  -2.564  -1.158  0.324
H  -1.591  -1.509  -0.759  0.292
H  -0.129  -1.065  -1.763  0.283
H  0.112  -0.389  2.055  0.356
H  -1.363  -0.359  1.118  0.328

***

This record from the OMol25 dataset describes C20H20N2O5 in the gas phase. The level of theory is ωB97M-V/def2-TZVPD.

Its energy above the lowest of the compared OMol25 structures with the same formula, charge and spin is 267.70 kJ/mol. Its charge is 0. The HOMO energy is -7.3 eV. The total energy is -1259.8097 Ha. The SMILES is COc1cc(N)c(C(=O)c2nccc3cc(OC)c(OC)cc23)cc1OC. For the LUMO energy, the calculation gives 0.3 eV.

Each line ends with the Mulliken charge.
Cartesian coordinates (Å):
C  -6.744  -0.812  -0.559  -0.952
O  -5.709  0.124  -0.734  -0.410
C  -4.467  -0.193  -0.303  0.837
C  -4.114  -1.377  0.303  -0.572
C  -2.797  -1.632  0.719  -0.292
N  -2.486  -2.840  1.245  -0.414
C  -1.815  -0.627  0.546  -0.415
C  -0.470  -0.816  1.052  1.097
O  -0.054  -1.887  1.503  -0.864
C  0.450  0.367  1.059  0.486
N  -0.028  1.481  1.569  -0.592
C  0.769  2.547  1.670  -0.711
C  2.077  2.557  1.258  -0.798
C  2.620  1.388  0.697  -0.120
C  3.955  1.314  0.242  -0.426
C  4.454  0.157  -0.292  1.005
O  5.715  -0.021  -0.754  -0.429
C  6.612  1.059  -0.681  -0.940
C  3.609  -0.998  -0.396  0.773
O  4.210  -2.087  -0.937  -0.469
C  3.459  -3.273  -1.047  -0.913
C  2.311  -0.938  0.031  -0.660
C  1.787  0.244  0.596  0.116
C  -2.189  0.568  -0.099  -0.274
C  -3.473  0.801  -0.518  0.387
O  -3.909  1.936  -1.144  -0.466
C  -2.991  2.987  -1.304  -0.907
H  -6.540  -1.743  -1.098  0.366
H  -6.911  -1.034  0.500  0.363
H  -7.636  -0.345  -0.974  0.231
H  -4.847  -2.152  0.468  0.350
H  -3.223  -3.440  1.569  0.178
H  -1.551  -2.927  1.630  0.280
H  0.306  3.421  2.109  0.429
H  2.687  3.442  1.360  0.440
H  4.566  2.199  0.332  0.420
H  7.549  0.691  -1.095  0.239
H  6.773  1.378  0.354  0.365
H  6.264  1.911  -1.273  0.361
H  2.603  -3.144  -1.717  0.352
H  3.104  -3.614  -0.069  0.368
H  4.139  -4.012  -1.466  0.228
H  1.668  -1.799  -0.032  0.561
H  -1.431  1.315  -0.254  0.453
H  -2.583  3.316  -0.343  0.367
H  -3.554  3.802  -1.758  0.228
H  -2.166  2.706  -1.968  0.345

***

This record from the OMol25 dataset describes C5H8N4S in the gas phase at a distorted geometry. The level of theory is ωB97M-V/def2-TZVPD.

Its energy above the lowest of the compared OMol25 structures with the same formula, charge and spin is 334.87 kJ/mol. Its charge is 0. The HOMO energy is -8.0 eV. The total energy is -812.4579 Ha. The SMILES is [H]/N=C(/N)N(C)c1nccs1. For the LUMO energy, the calculation gives 0.7 eV.

Each line ends with the Mulliken charge.
Cartesian coordinates (Å):
H  -1.203  2.182  -0.440  0.277
N  -1.285  1.770  -1.342  -0.654
C  -0.601  0.802  -1.616  0.510
N  -0.023  0.392  -2.728  -0.272
N  -0.076  -0.461  -0.435  -0.180
C  -1.404  -1.058  -0.153  -0.867
C  0.662  -0.095  0.570  0.409
N  0.525  -0.403  1.816  -0.566
C  1.575  0.051  2.640  -0.377
C  2.515  0.715  1.974  -0.244
S  2.259  0.772  0.233  -0.172
H  -0.073  0.732  -3.655  0.200
H  0.411  -0.468  -2.502  0.280
H  -1.708  -1.227  -1.265  0.297
H  -1.256  -2.030  0.399  0.332
H  -2.128  -0.428  0.387  0.292
H  1.688  0.075  3.715  0.352
H  3.257  1.345  2.426  0.381

***

This record from the OMol25 dataset describes 2 unconnected molecules or ions with the total composition C2H9N2S2 at a distorted geometry. The level of theory is ωB97M-V/def2-TZVPD.

Its energy above the lowest of the compared OMol25 structures with the same formula, charge and spin is 159.49 kJ/mol. Its charge is +1. The HOMO energy is -13.4 eV. The total energy is -987.2006 Ha. For the LUMO energy, the calculation gives -4.8 eV.

Each line ends with the Mulliken charge.
Cartesian coordinates (Å):
C  -0.886  0.366  1.004  -0.275
C  -0.476  0.484  -0.385  0.461
N  -2.035  -0.458  1.192  -0.657
N  0.724  1.023  -0.623  -0.247
S  -1.559  -0.088  -1.581  -0.145
S  2.348  -1.574  -0.515  -0.298
H  0.020  -0.239  1.489  0.294
H  -0.955  1.330  1.555  0.340
H  -2.813  -0.014  0.630  0.247
H  -2.329  -0.503  2.186  0.278
H  1.017  1.077  -1.559  0.190
H  1.427  1.225  0.047  0.267
H  3.023  -0.921  0.413  0.135
H  -1.030  0.265  -2.838  0.220
H  3.522  -1.973  -1.015  0.190